Record 1
Below is 2 unconnected molecules or ions with the total composition C3H8O2, with properties calculated with wB97M-V/def2-TZVPD.

Structure (XYZ):
```
13
C3H8O2, DFT wB97M-V/def2-TZVPD
C 0.144 0.576 2.504
C -0.004 0.407 1.195
C -1.236 0.170 0.425
O -1.117 -0.031 -0.981
H 0.940 1.219 2.859
H -0.530 0.139 3.224
H 0.879 0.692 0.619
H -1.873 1.062 0.472
H -1.939 -0.577 0.819
H -0.307 -0.482 -1.243
O 1.453 -1.387 -3.287
H 1.197 -0.473 -3.119
H 2.393 -1.314 -3.487
```

## Properties
- Spin multiplicity: 1
- SMILES: C=CCO.O
- Frontier orbital gap: 10.085 eV
- Energy relative to the best compared isomer or geometry (same formula, charge and spin): 45.8 kcal per mole
- Lowest unoccupied orbital energy: 0.65 eV
- Electronic energy: -269.5219 Ha

Record 2
Below is 2 unconnected molecules or ions with the total composition C3H8O2, with properties calculated with wB97M-V/def2-TZVPD.

Structure (XYZ):
```
13
C3H8O2, DFT wB97M-V/def2-TZVPD
C 0.070 1.244 0.061
C 0.793 0.123 -0.135
C 1.639 -0.558 0.874
O 0.564 -0.709 -1.199
H 0.620 2.015 0.604
H -0.772 1.590 -0.523
H 2.235 0.021 1.608
H 1.133 -1.390 1.351
H 2.589 -0.914 0.478
H -0.192 -0.307 -1.639
O -2.660 -0.599 -0.778
H -3.574 -0.309 -0.792
H -2.443 -0.206 0.089
```

## Properties
- Spin multiplicity: 1
- SMILES: C=C(C)O.O
- Frontier orbital gap: 9.389 eV
- Energy relative to the best compared isomer or geometry (same formula, charge and spin): 39.9 kcal per mole
- Lowest unoccupied orbital energy: 0.71 eV
- Electronic energy: -269.5313 Ha

Record 3
Below is 2 unconnected molecules or ions with the total composition C3H8O2, with properties calculated with wB97M-V/def2-TZVPD.

Structure (XYZ):
```
13
C3H8O2, DFT wB97M-V/def2-TZVPD
C 1.150 1.163 -0.625
C 0.264 0.168 -0.644
O -0.686 0.054 -1.598
C 0.260 -0.963 0.374
O -1.013 -1.599 0.337
H 1.902 1.214 0.156
H 1.142 1.930 -1.390
H -1.298 -0.633 -1.275
H 1.056 -1.678 0.130
H 0.452 -0.566 1.377
H -0.887 -2.553 0.298
H -0.885 1.757 1.193
H -1.458 1.706 1.667
```

## Properties
- Spin multiplicity: 1
- SMILES: C=C(O)CO.[H][H]
- Frontier orbital gap: 9.286 eV
- Energy relative to the best compared isomer or geometry (same formula, charge and spin): 49.4 kcal per mole
- Lowest unoccupied orbital energy: 0.58 eV
- Electronic energy: -269.5162 Ha

Record 4
Below is 2 unconnected molecules or ions with the total composition C3H8O2S2, with properties calculated with wB97M-V/def2-TZVPD.

Structure (XYZ):
```
15
C3H8O2S2, DFT wB97M-V/def2-TZVPD
C -0.343 -1.451 0.228
C 0.114 -0.889 -1.118
O 0.809 0.112 -1.241
C -0.209 -0.440 1.371
S -1.792 -0.327 2.416
S -3.139 0.562 1.014
H -1.397 -1.631 0.115
H 0.102 -2.451 0.298
H -0.424 -1.212 -2.009
H 0.528 -0.811 2.160
H -0.080 0.603 1.153
H -3.408 1.686 1.726
H 2.709 1.491 -2.455
H 3.501 2.342 -1.418
O 3.030 2.417 -2.240
```

## Properties
- Charge: -1
- Spin multiplicity: 2
- Frontier orbital gap (alpha / beta): 3.029 / 7.091 eV
- Energy relative to the best compared isomer or geometry (same formula, charge and spin): 21.9 kcal per mole
- Lowest unoccupied orbital energy (alpha / beta): 3.17 / 3.17 eV
- <S²>: 0.75
- Electronic energy: -1065.9113 Ha

Q: Among the records above, which one has the highest energy relative to the best compared isomer or geometry (same formula, charge and spin)?
A: number 3